Formula: C2H4N4O2
Source: the OMol25 dataset
Level of theory: ωB97M-V/def2-TZVPD

Structure (XYZ):
```
12
Properties=species:S:1:pos:R:3:nbo_charge:R:1
O -0.73 0.19 0.53 -0.3670
O 0.46 -1.49 -0.28 -0.2312
N 2.31 -0.51 0.25 -0.2296
N 1.75 -1.59 0.20 0.2044
N 0.14 -0.13 -0.51 0.0630
N 1.44 1.78 -0.12 -0.5558
C -2.05 -0.12 0.02 -0.2624
C 1.36 0.52 -0.12 0.4348
H -2.21 0.52 -0.81 0.1921
H 2.40 2.01 0.25 0.3617
H -2.15 -1.17 -0.32 0.1856
H -2.72 0.00 0.91 0.2045
```

Kohn-Sham gap: 10.08 eV
F_max: 0.0375 hartree/bohr
highest occupied orbital energy: -10.53 eV
SMILES string: [H]/N=c1\nnon1OC
charge: 0